Entry 1:
# C34H29AsF6N3OP2S5V

C34H29AsF6N3OP2S5V as an isolated structure at a distorted geometry (ωB97M-V/def2-TZVPD, the Open Molecules 2025 dataset).

Net charge: +1
Lowest unoccupied orbital energy (spin up / spin down) (eV): -4.21 / -4.62
⟨S²⟩: 0.839
Multiplicity: 2

Last column: Mulliken charge in e.
CARTESIAN COORDINATES (ANGSTROEM)
V -0.47915 -0.49266 1.41997  1.24
S 3.15898 -4.89714 5.83840  -0.15
C 2.31714 -3.89718 4.88281  0.15
S 2.45287 -2.15075 4.97033  -0.04
C 1.35150 -1.79180 3.68144  0.36
C 0.75486 -2.86086 3.07181  -0.08
S -0.20851 -2.67002 1.67493  -0.14
S 1.18773 -4.44050 3.66244  0.02
S 1.15882 -0.18697 3.11825  -0.52
C 2.05823 -0.59941 -2.41749  -1.08
N 1.22544 -0.61088 -1.21230  0.57
P 1.69483 -0.20596 0.35727  1.65
C 3.22722 -1.11828 0.64921  1.23
C 3.20191 -2.49057 0.90095  -0.37
C 4.38356 -3.19290 1.06778  -1.06
C 5.60444 -2.54021 0.96545  -0.80
C 5.64030 -1.18430 0.67788  -0.77
C 4.45922 -0.47342 0.52026  -0.66
C 2.10352 1.55910 0.39610  0.84
C 2.82720 2.14535 1.43969  -0.26
C 3.01938 3.51707 1.46342  -0.87
C 2.50994 4.31518 0.44631  -0.72
C 1.81904 3.73676 -0.60697  -0.56
C 1.61716 2.36436 -0.63095  -1.28
P -0.44379 -0.88580 -1.13189  1.26
C -1.08993 -0.06193 -2.62224  1.19
C -1.14513 1.32911 -2.73523  -0.07
C -1.49178 1.92401 -3.93675  -1.35
C -1.78830 1.14112 -5.04432  -0.77
C -1.73267 -0.23999 -4.94540  -0.82
C -1.38219 -0.84066 -3.74458  -1.22
C -0.77682 -2.63604 -1.41513  0.32
C 0.24562 -3.56545 -1.57627  -0.56
C -0.06087 -4.91381 -1.69040  -0.75
C -1.38187 -5.33406 -1.63054  -0.62
C -2.40199 -4.40988 -1.44815  -0.82
C -2.10277 -3.06140 -1.33615  -0.30
H 3.07155 -0.30847 -2.14342  0.36
H 1.66999 0.11811 -3.14206  0.39
H 2.09373 -1.58477 -2.88124  0.27
H 2.26218 -3.02435 0.95133  0.48
H 4.34704 -4.25425 1.27627  0.53
H 6.52582 -3.09098 1.09994  0.42
H 6.58827 -0.67251 0.57927  0.46
H 4.50825 0.58316 0.30105  0.46
H 3.24381 1.53336 2.22864  0.53
H 3.57738 3.96352 2.27567  0.45
H 2.66796 5.38542 0.47013  0.44
H 1.44009 4.34842 -1.41567  0.51
H 1.10029 1.91916 -1.46658  0.19
H -0.94292 1.95382 -1.88093  0.67
H -1.54063 3.00308 -4.00288  0.52
H -2.06374 1.60844 -5.98043  0.42
H -1.96312 -0.85839 -5.80271  0.47
H -1.34199 -1.91920 -3.69264  0.43
H 1.28104 -3.24575 -1.58824  0.12
H 0.73329 -5.63727 -1.82016  0.46
H -1.61807 -6.38645 -1.71644  0.40
H -3.43034 -4.74000 -1.38579  0.45
H -2.90142 -2.34360 -1.17798  0.42
F -2.53782 -0.81306 1.40170  -0.71
As -3.09141 -0.21892 3.10906  2.11
F -1.64771 0.82984 2.75856  -0.65
F -1.90645 -1.30725 3.74058  -0.52
F -3.37020 0.47735 4.62002  -0.45
F -4.28363 -1.41359 3.13795  -0.45
F -4.08851 0.90647 2.31181  -0.47
N -4.81523 5.58502 1.21369  -0.34
C -4.48874 4.93653 0.07048  -0.21
O -4.92861 5.21845 -1.02255  -0.59
C -3.49756 3.81376 0.23206  0.34
C -3.75688 2.59070 -0.36288  -0.88
C -2.81916 1.58401 -0.23463  -0.31
N -1.65935 1.73966 0.40340  1.13
C -1.41343 2.92181 0.97171  -0.41
C -2.30135 3.98047 0.91991  -0.89
H -5.49773 6.32317 1.16321  0.25
H -4.54550 5.23032 2.11332  0.21
H -4.67234 2.42504 -0.91349  0.61
H -3.00609 0.61060 -0.67064  0.18
H -0.46330 3.02667 1.48355  0.49
H -2.05063 4.92321 1.38810  0.51

Forces on atoms 1 to 6 (eV/Å):
-0.2877 1.0473 -0.3925
-0.0659 0.0447 -0.0305
0.0823 -0.0376 -0.0113
0.0119 -0.1181 0.0129
-0.0896 -0.2274 -0.2228
0.2112 0.2596 0.1194



Entry 2:
# C49H68Cl2N2O2P3SiTa

C49H68Cl2N2O2P3SiTa as an isolated structure at a distorted geometry (ωB97M-V/def2-TZVPD, the Open Molecules 2025 dataset).

Net charge: +2
Lowest unoccupied orbital energy (eV): -5.96

Last column: Mulliken charge in e.
CARTESIAN COORDINATES (ANGSTROEM)
Ta 0.63844 0.47382 0.51809  -0.50
C 1.46190 1.09924 -4.43749  -1.46
C 1.29385 -0.36295 -4.05120  0.84
C 2.66046 -1.03781 -4.08594  -1.67
P 0.24803 -0.59573 -2.52125  1.05
C -1.45731 -0.08715 -3.07384  1.98
C -1.82173 -0.57703 -4.47586  -1.84
C -1.80061 1.38603 -2.92066  -1.38
C 0.03451 -2.39475 -2.40769  -0.01
C 0.27814 -3.28172 -3.45736  -0.20
C 0.07373 -4.64060 -3.28907  -1.08
C -0.38346 -5.12252 -2.06992  -1.06
C -0.64195 -4.24292 -1.03266  0.39
C -0.43844 -2.86649 -1.18087  0.56
Si -0.93433 -1.69309 0.21897  -3.56
C -0.58688 -2.75327 1.73262  0.33
C -1.57115 -3.48980 2.38827  0.49
C -1.23896 -4.40496 3.37713  -1.00
C 0.09326 -4.61707 3.69730  -1.25
C 1.08927 -3.90004 3.04925  -0.26
C 0.75491 -2.94560 2.08962  0.72
P 1.97608 -2.00160 1.10913  0.29
C 2.62310 -3.29437 -0.04982  2.05
C 3.48060 -4.36779 0.62332  -1.74
C 3.36295 -2.72497 -1.24247  -0.90
C 3.49735 -1.47776 2.07568  1.47
C 3.57405 -0.01960 2.52940  -1.34
C 3.89412 -2.32811 3.28617  -1.82
C -2.76344 -1.39468 -0.05949  0.07
C -3.55591 -2.43913 -0.54188  0.11
C -4.86661 -2.22488 -0.93184  -0.98
C -5.40125 -0.94609 -0.86690  -1.08
C -4.63629 0.09874 -0.37688  -0.32
C -3.32244 -0.11786 0.04467  0.20
P -2.31915 1.19576 0.81299  1.19
C -3.08707 2.74697 0.07344  1.13
C -2.17520 3.94536 -0.13633  -0.94
C -4.37025 3.27916 0.72726  -2.10
C -2.75006 1.07225 2.62480  0.92
C -4.19091 1.37870 3.05495  -1.53
C -2.46433 -0.34507 3.11481  -1.09
H 2.00861 1.16641 -5.37824  0.55
H 2.03667 1.64041 -3.68571  0.13
H 0.51122 1.60772 -4.58182  0.29
H 0.67965 -0.83211 -4.82716  0.57
H 3.36725 -0.55555 -3.41022  0.25
H 3.06221 -0.93538 -5.09461  0.53
H 2.63373 -2.09766 -3.85417  0.28
H -2.07325 -0.65108 -2.36271  -1.01
H -1.28463 -0.02801 -5.24980  0.37
H -2.88571 -0.40840 -4.64778  0.46
H -1.63768 -1.64251 -4.61277  0.43
H -1.33452 1.99735 -3.69162  0.60
H -1.50267 1.79139 -1.95421  -0.50
H -2.87996 1.50652 -3.03244  0.62
H 0.63176 -2.92538 -4.41392  0.50
H 0.26968 -5.32008 -4.10627  0.51
H -0.53565 -6.18376 -1.93037  0.46
H -0.98395 -4.64624 -0.08690  0.48
H -2.61229 -3.35132 2.12406  0.34
H -2.01491 -4.96322 3.88236  0.46
H 0.36454 -5.34373 4.45042  0.48
H 2.11488 -4.09032 3.31845  0.50
H 1.70438 -3.77048 -0.40190  -0.62
H 4.42965 -3.96691 0.97696  0.38
H 3.71938 -5.12821 -0.12154  0.49
H 2.97958 -4.87187 1.44629  0.37
H 4.29566 -2.23908 -0.95222  0.29
H 2.75074 -2.01040 -1.78088  -0.42
H 3.61804 -3.53260 -1.92969  0.58
H 4.25572 -1.62621 1.29481  0.40
H 3.00448 0.14989 3.43768  0.15
H 3.25064 0.70812 1.79015  -0.21
H 4.61317 0.22359 2.76223  0.72
H 3.13306 -2.29333 4.06445  0.31
H 4.80772 -1.90928 3.71125  0.52
H 4.09175 -3.36749 3.04477  0.30
H -3.13946 -3.43189 -0.65401  0.52
H -5.45980 -3.04581 -1.30990  0.46
H -6.41409 -0.76051 -1.19648  0.50
H -5.07752 1.08266 -0.33956  0.42
H -3.35141 2.37368 -0.91928  0.03
H -1.66353 4.25565 0.77321  0.23
H -2.78621 4.78316 -0.47031  0.65
H -1.43788 3.76786 -0.91047  -0.16
H -4.13476 3.85298 1.62218  0.39
H -5.11412 2.53609 0.98910  0.43
H -4.82711 3.97427 0.02166  0.49
H -2.06940 1.77731 3.11396  0.29
H -4.91446 0.87536 2.41222  0.28
H -4.42749 2.43426 3.09726  0.40
H -4.32985 0.97409 4.05801  0.47
H -3.25306 -1.01700 2.77125  0.41
H -2.47960 -0.35994 4.20436  0.67
H -1.52295 -0.76141 2.78039  -0.77
C 0.37038 -0.71010 4.68174  -1.07
C 0.45006 0.37919 3.66144  0.76
O 0.55331 -0.02119 2.38933  0.42
C 0.49973 1.69427 3.93673  -1.77
C 0.66913 2.69195 2.92659  1.08
C 0.80612 4.10125 3.41581  -1.70
N 0.66921 2.39452 1.64658  1.79
N 0.80173 3.55727 0.87182  -0.59
C 0.77487 3.26401 -0.36584  -1.29
O 0.61737 1.98577 -0.75855  0.64
C 0.93963 4.29022 -1.40386  0.44
C 1.23445 5.60403 -1.03379  -1.00
C 1.39141 6.56869 -2.01091  -0.77
C 1.25345 6.23374 -3.35422  -0.75
C 0.95553 4.93092 -3.72161  -0.83
C 0.79686 3.96158 -2.74211  1.09
H 1.34761 -0.85590 5.14747  0.28
H 0.05501 -1.64431 4.22913  -0.02
H -0.32807 -0.43761 5.47196  0.52
H 0.44684 2.01682 4.96581  0.63
H 0.99935 4.10163 4.48468  0.54
H -0.12527 4.64072 3.23042  0.26
H 1.58828 4.63845 2.88809  0.27
H 1.34335 5.85930 0.01108  0.49
H 1.62358 7.58645 -1.73002  0.48
H 1.37878 6.99429 -4.11199  0.43
H 0.84241 4.67228 -4.76540  0.51
H 0.55090 2.94949 -3.00389  -0.21
Cl 3.89409 3.06322 0.49463  -0.04
C 4.34099 1.88196 -0.69438  -0.75
Cl 3.19255 0.46665 -0.80211  0.21
H 5.29527 1.42957 -0.44567  0.55
H 4.32782 2.31862 -1.68798  0.48

Forces on atoms 1 to 6 (eV/Å):
-1.3720 -0.2648 -0.0930
-0.0254 0.0934 0.0310
-0.1112 -0.0627 -0.1496
0.0936 -0.0118 0.0590
0.2887 0.1898 0.2728
-0.0934 -0.2767 -0.0631



Entry 3:
# C42H33Cl3IrN4O6S

C42H33Cl3IrN4O6S as an isolated structure at a distorted geometry (ωB97M-V/def2-TZVPD, the Open Molecules 2025 dataset).

Net charge: -1
Lowest unoccupied orbital energy (spin up / spin down) (eV): 1.92 / -1.80
⟨S²⟩: 6.029
Multiplicity: 5

Last column: Mulliken charge in e.
CARTESIAN COORDINATES (ANGSTROEM)
Ir -0.59180 0.11790 -0.21110  2.18
O -0.48880 0.45660 1.76770  -0.57
C 0.57170 0.51560 2.63990  2.76
C 1.78190 -0.37550 2.21510  -0.43
C 2.48940 0.11050 0.99110  -0.12
C 3.83970 0.44570 1.04830  -0.96
C 4.49590 0.78290 -0.12090  -1.06
C 3.78950 0.80850 -1.30960  -0.81
C 2.42140 0.53890 -1.29170  0.37
C 1.61580 0.74750 -2.54010  -2.53
C 0.49300 -0.27380 -2.92780  2.10
O -0.62830 -0.17330 -2.13690  -0.81
C 0.06920 0.15710 -4.34500  -0.27
C -0.85460 1.18790 -4.46600  -0.54
C -1.27800 1.60540 -5.71480  -0.76
C -0.77860 1.00390 -6.85680  -0.55
C 0.14390 -0.02100 -6.73900  -0.91
C 0.57280 -0.44040 -5.49020  -0.28
C 0.95080 -1.72880 -2.96900  0.25
C 2.27640 -2.13350 -2.97380  0.03
C 2.58660 -3.48070 -3.08050  -1.06
C 1.58340 -4.42750 -3.18570  -0.52
C 0.25680 -4.02990 -3.16760  -0.85
C -0.05330 -2.68810 -3.06260  0.03
N 1.82320 0.19330 -0.15900  0.91
C -0.02290 0.05060 3.98000  -0.59
C -0.98470 0.88290 4.54880  -0.40
C -1.62850 0.52600 5.71690  -0.83
C -1.32210 -0.67560 6.33530  -0.50
C -0.39070 -1.52100 5.76110  -0.92
C 0.25660 -1.16530 4.58770  -0.23
C 1.10820 1.93510 2.85800  0.03
C 1.97460 2.19170 3.91450  -0.34
C 2.39720 3.48330 4.16760  -0.87
C 1.96590 4.52730 3.36500  -0.50
C 1.13040 4.27050 2.29310  -0.79
C 0.70660 2.97760 2.03850  0.14
H 1.39170 -1.37430 2.02070  -1.06
H 2.48820 -0.42680 3.04490  1.01
H 4.36660 0.42890 1.98930  0.54
H 5.54890 1.02230 -0.10710  0.41
H 4.27910 1.06210 -2.23710  0.54
H 2.30030 0.84140 -3.38700  0.45
H 1.08700 1.69970 -2.42020  0.68
H -1.25170 1.64350 -3.57070  0.33
H -2.00450 2.40090 -5.79040  0.43
H -1.11280 1.32640 -7.83360  0.38
H 0.52860 -0.50480 -7.62450  0.42
H 1.28830 -1.24640 -5.41320  0.39
H 3.07760 -1.41440 -2.89010  0.33
H 3.62340 -3.78920 -3.08670  0.45
H 1.83190 -5.47550 -3.26980  0.36
H -0.53290 -4.76490 -3.22760  0.46
H -1.08220 -2.35910 -3.05140  0.50
H -1.22890 1.81540 4.06040  0.45
H -2.37480 1.18010 6.14510  0.43
H -1.81740 -0.95650 7.25330  0.41
H -0.16830 -2.47440 6.22100  0.44
H 0.96810 -1.85770 4.16340  0.33
H 2.29870 1.38150 4.55350  0.38
H 3.05920 3.67900 4.99880  0.42
H 2.27820 5.53870 3.58100  0.38
H 0.79860 5.07740 1.65550  0.51
H 0.05210 2.76330 1.20860  0.11
N -2.98870 -0.32090 0.57110  -0.27
C -3.60780 -1.53200 0.27080  0.86
C -4.61780 -1.58120 -0.69560  -0.55
C -5.25290 -2.77630 -0.98010  -0.96
C -4.86000 -3.90740 -0.30630  0.01
C -3.84110 -3.90910 0.61700  -0.81
C -3.21880 -2.70930 0.91890  0.01
S -5.77140 -5.44150 -0.70440  1.27
O -5.26990 -5.71820 -2.04000  -0.62
O -7.15660 -5.00360 -0.63980  -0.66
O -5.39310 -6.38580 0.32700  -0.68
H -3.48800 0.50100 0.25820  0.24
H -2.62640 -0.23370 1.51330  0.12
H -4.90390 -0.67660 -1.21110  0.37
H -6.05620 -2.83910 -1.69620  0.43
H -3.55420 -4.83650 1.08910  0.57
H -2.42420 -2.68130 1.65100  0.43
O -2.07400 4.02240 -1.23270  -0.71
C -1.57690 3.00440 -0.91760  0.66
N -1.03120 2.01630 -0.57970  -0.38
Cl -0.06370 -5.50230 -0.21780  -0.39
C 1.09840 -3.76470 0.91390  0.26
Cl 2.71070 -3.91540 0.30540  -0.12
Cl 0.87200 -4.25820 2.55480  -0.11
C 0.39490 -2.68280 0.48620  -0.18
N -0.28230 -1.84410 0.03150  -0.08

Forces on atoms 1 to 6 (eV/Å):
2.1254 0.2499 -0.5352
-1.3832 0.0821 -0.9514
0.9121 -0.2932 0.5662
-0.6763 0.1920 0.0780
0.6181 0.0745 0.1267
-0.1188 -0.0710 -0.1124